DFT (ωB97M-V/def2-TZVPD) results for a structure of composition C52H88BCsIN8O4P4S2Sb at a distorted geometry.

Computed properties:
* HOMO-LUMO gap (alpha / beta): 3.7 / 3.7 eV
* LUMO level (alpha / beta): 3.2 / 3.2 eV
* calculated total energy: -150156.171 eV
* total charge: -2

Geometry as XYZ:
```
162
Properties=species:S:1:pos:R:3:forces:R:3:mulliken_charge:R:1
Cs 0.182512 0.736862 0.720396 2.8 -1.2 1.0 2.8444
C -3.108681 -3.870549 1.006069 0.1 0.1 -0.1 -1.4565
C -1.904906 -4.818220 1.118369 0.1 0.0 -0.1 2.4059
C -1.125313 -4.401409 2.375289 0.0 0.0 -0.1 -2.0898
C -2.406864 -6.254690 1.249042 0.0 0.1 0.0 -2.0069
P -0.815155 -4.441112 -0.384234 0.0 -0.4 0.1 0.6102
C -2.003528 -4.765978 -1.802884 0.0 0.1 0.2 -1.4898
N -2.149724 -3.586211 -2.630995 0.0 0.1 -0.1 0.3537
B -1.891643 -2.203081 -2.325213 -0.1 -0.3 -0.1 1.0615
N -1.912786 -1.486357 -3.578153 0.0 0.0 0.1 0.5194
C -1.535718 -0.109601 -3.835103 0.1 0.1 0.1 -1.3489
P 0.203214 0.449994 -4.357212 0.1 -0.2 -0.2 0.4167
C 0.131332 0.437124 -6.265182 0.0 0.0 0.2 2.1388
C -0.851096 1.576566 -6.581861 0.0 0.0 0.0 -1.9377
C -0.329088 -0.850495 -6.961539 0.0 0.0 0.1 -1.9177
C 1.490172 0.861351 -6.834283 -0.1 0.1 0.0 -1.9701
C 1.395487 -0.897511 -3.776778 0.0 0.1 0.0 2.6482
C 1.283911 -2.250435 -4.476978 0.0 0.0 0.0 -1.6513
C 2.827053 -0.351731 -3.908550 -0.1 0.0 0.0 -1.7644
C 1.178464 -1.089585 -2.269959 -0.2 0.1 -0.1 -0.1072
C -2.487131 -2.343952 -4.509239 0.0 -0.1 0.0 0.1715
C -3.019247 -2.094276 -5.760702 -0.2 0.0 0.1 -0.6004
C -3.569008 -3.155864 -6.481569 0.0 0.0 0.0 -0.7486
C -3.595333 -4.438098 -5.955747 0.0 0.0 0.0 -1.0290
C -3.108883 -4.692489 -4.671468 0.0 0.0 -0.1 -0.4118
C -2.585565 -3.638972 -3.945262 0.1 0.0 0.0 0.0694
C 0.435680 -5.842451 -0.676864 -0.1 0.1 0.0 2.2250
C 1.353787 -5.253094 -1.759929 0.0 0.0 0.0 -1.7540
C -0.071690 -7.201099 -1.172093 0.0 0.1 0.1 -1.9172
C 1.271704 -6.031103 0.591853 -0.1 0.1 0.0 -2.2780
H -3.638639 -3.856597 1.962847 0.0 0.0 0.0 0.6069
H -3.819345 -4.188530 0.241291 0.0 0.0 0.0 0.3975
H -2.800387 -2.846905 0.778884 -0.1 -0.4 0.2 -0.2382
H -1.805304 -4.342810 3.230479 0.0 0.0 0.0 0.5528
H -0.679688 -3.412881 2.243088 0.0 0.0 0.1 0.4086
H -0.334982 -5.103537 2.633386 0.1 0.0 0.0 0.2632
H -3.115915 -6.318869 2.081347 0.0 0.0 0.0 0.5031
H -1.593521 -6.950656 1.453096 0.0 -0.1 0.0 0.3036
H -2.926654 -6.582146 0.345293 0.0 0.0 0.0 0.3045
H -2.975799 -5.098968 -1.432382 0.0 -0.1 0.0 0.6816
H -1.594110 -5.566338 -2.419478 0.0 0.0 0.0 0.2998
H -1.672162 0.446923 -2.910832 -0.1 0.0 0.0 0.0277
H -2.222155 0.336242 -4.556610 0.0 0.0 0.1 0.6097
H -1.853438 1.381479 -6.197028 0.0 0.0 -0.1 0.4364
H -0.928882 1.707283 -7.665969 0.0 0.0 0.0 0.5426
H -0.501211 2.514045 -6.145212 0.0 0.0 0.0 0.3540
H -1.006349 -1.439080 -6.348181 0.2 0.1 -0.2 0.3488
H 0.516393 -1.487901 -7.216422 0.0 0.0 0.0 0.3009
H -0.850139 -0.610863 -7.894915 0.0 0.0 0.0 0.4265
H 1.903893 1.713469 -6.289324 0.0 0.0 0.0 0.2429
H 1.365906 1.156713 -7.882057 0.0 0.0 0.0 0.5217
H 2.208897 0.044556 -6.808693 0.1 0.0 0.0 0.3671
H 1.588402 -2.191142 -5.520742 0.0 0.0 0.0 0.3215
H 0.267674 -2.648012 -4.434123 0.0 0.0 0.0 0.0813
H 1.951058 -2.961386 -3.977351 0.0 0.0 0.0 0.5277
H 3.083940 -0.044756 -4.917393 0.0 0.0 -0.1 0.2485
H 3.532606 -1.130144 -3.601155 0.0 0.0 0.0 0.5119
H 2.962321 0.501979 -3.243827 0.0 0.0 0.0 0.2887
H 0.334891 -1.740763 -2.066280 0.0 -0.1 0.1 -0.7657
H 1.010101 -0.135948 -1.760543 0.1 0.0 -0.2 -0.9459
H 2.070207 -1.548484 -1.833435 0.0 0.0 0.0 0.5429
H -3.032337 -1.092702 -6.171304 0.0 0.0 0.0 0.4839
H -3.987089 -2.967945 -7.462720 0.0 0.0 0.0 0.4045
H -4.021710 -5.250751 -6.530717 0.0 0.0 0.0 0.3620
H -3.168017 -5.687974 -4.249830 0.0 0.0 0.0 0.5023
H 0.798051 -5.033556 -2.676297 0.0 0.0 0.0 0.2786
H 2.147396 -5.966774 -2.006153 0.0 0.0 0.0 0.6990
H 1.817622 -4.327168 -1.414748 0.0 0.0 0.0 0.1393
H -0.380583 -7.157494 -2.217527 0.0 0.0 0.0 0.3759
H -0.902800 -7.584901 -0.585520 0.0 0.0 0.1 0.2089
H 0.745163 -7.928062 -1.112805 0.0 0.0 0.0 0.5434
H 1.544877 -5.068440 1.029932 0.0 0.0 0.0 0.2126
H 2.198863 -6.558715 0.347128 0.0 0.0 0.0 0.5874
H 0.745487 -6.616781 1.345650 0.0 0.0 0.0 0.2881
O -3.797182 -0.423347 -1.466290 0.1 -0.1 -0.1 -0.7665
S -2.681323 -0.460977 -0.558121 -0.6 0.0 -0.2 0.8373
O -3.038072 -0.780229 0.807715 0.1 0.1 0.0 -0.8772
O -1.762517 0.659289 -0.637078 -2.5 -0.1 -1.9 -0.2929
O -1.770877 -1.756012 -1.018238 -0.3 0.9 -0.1 -1.1112
C -1.040844 3.229772 2.159622 0.0 0.1 -0.1 -1.0436
P -0.217360 4.033407 0.713851 -0.3 0.5 0.2 0.0491
C 1.410739 4.268019 1.491838 0.0 -0.1 -0.2 -0.2726
N 1.434923 4.851458 2.713454 0.0 0.0 0.0 -0.0466
C 2.616317 4.767584 3.387828 0.0 0.0 -0.1 0.3466
C 2.709342 5.235495 4.707765 0.1 0.0 0.1 -0.4489
C 3.891624 5.119492 5.427104 -0.1 0.0 0.0 -0.5545
C 5.011277 4.534630 4.842824 0.1 0.0 0.0 -0.7323
C 4.949871 4.076277 3.532005 0.0 0.1 0.1 -0.1421
C 3.770914 4.187906 2.781615 0.0 0.0 0.0 -0.3585
N 3.743715 3.728923 1.496463 0.0 0.1 -0.2 -0.0697
C 2.550068 3.732459 0.881521 -0.1 -0.1 0.3 0.3647
P 2.423520 2.795434 -0.717052 0.6 0.4 -0.6 -0.0268
C 4.064136 1.939280 -0.690915 -0.2 0.0 0.2 -1.1367
C 2.763560 4.135855 -2.030588 -0.1 0.0 0.1 2.1564
C 1.420730 4.785067 -2.362919 0.0 -0.1 0.0 -1.4414
C 3.278264 3.492248 -3.319759 0.0 0.0 0.1 -2.0088
C 3.750761 5.185306 -1.528083 0.0 0.0 0.0 -2.0760
C -1.067312 5.745700 0.779882 0.1 -0.1 0.0 1.9125
C -0.089695 6.849673 0.368044 0.1 -0.1 0.0 -1.8203
C -1.622738 6.108687 2.157400 0.0 0.0 0.0 -1.9680
C -2.211948 5.660740 -0.235925 0.0 0.0 0.0 -1.7672
H -2.112221 3.109060 1.984754 0.0 0.0 0.0 0.1049
H -0.834287 3.792520 3.066547 -0.1 -0.1 0.1 0.4095
H -0.594742 2.244981 2.265880 -0.4 0.6 0.8 0.0429
H 1.826890 5.673451 5.159039 0.0 0.0 0.0 0.4058
H 3.934970 5.479539 6.449111 0.0 0.0 0.0 0.3526
H 5.929966 4.430063 5.409239 0.0 0.0 0.0 0.3269
H 5.806313 3.609308 3.060104 0.0 0.0 0.0 0.3761
H 4.726051 2.468885 -0.005931 0.1 0.0 -0.1 0.5695
H 4.497669 1.871904 -1.686471 -0.1 -0.1 0.0 0.5242
H 3.911635 0.928366 -0.309224 0.0 0.0 0.0 -0.2269
H 0.734486 4.049975 -2.791251 0.0 0.0 0.0 -0.0779
H 1.556896 5.606689 -3.076595 0.0 0.0 0.0 0.6449
H 0.959176 5.178313 -1.462437 0.0 0.0 0.0 -0.2550
H 2.648704 2.645906 -3.604784 0.0 0.0 0.0 0.3102
H 4.311861 3.154318 -3.236203 0.0 0.0 0.0 0.3820
H 3.237213 4.228385 -4.130652 0.0 0.0 0.0 0.5747
H 3.320004 5.755146 -0.703214 0.0 0.0 0.0 0.2570
H 4.006975 5.882328 -2.335838 0.0 0.0 0.0 0.5184
H 4.668828 4.721177 -1.161871 0.0 0.0 0.0 0.3271
H 0.808109 6.818210 0.988059 0.0 0.0 0.0 0.2611
H -0.564348 7.828116 0.502628 0.0 0.0 0.0 0.5570
H 0.205927 6.773288 -0.677889 0.0 0.0 0.0 0.4068
H -0.823813 6.094997 2.899599 0.0 0.0 0.0 0.2601
H -2.412092 5.425510 2.472199 0.0 0.0 0.0 0.3051
H -2.050751 7.117914 2.119593 0.0 0.0 0.0 0.5713
H -1.826339 5.430129 -1.231567 0.0 0.0 0.0 0.2818
H -2.760334 6.608880 -0.286168 0.0 0.0 0.0 0.4441
H -2.917539 4.870360 0.034119 0.0 0.0 0.0 0.3391
I -2.575008 -3.526229 7.089944 0.1 0.1 -0.2 0.0336
C -2.265753 -2.457851 5.336665 -0.1 -0.1 0.2 -0.9105
C -3.225476 -2.184987 4.388106 0.1 0.0 0.0 -0.4634
N -2.595429 -1.487765 3.426511 -0.1 -0.2 0.1 0.4387
N -1.297108 -1.311323 3.686567 0.1 0.2 -0.2 -0.1333
C -1.072140 -1.888605 4.853709 0.0 0.0 0.1 0.1064
H -4.272503 -2.431665 4.350429 0.0 0.0 0.0 0.4943
H -2.941527 -1.186398 2.518505 0.0 0.0 0.0 0.4615
H -0.084506 -1.845855 5.288061 0.0 0.0 0.0 0.3843
S 2.160487 0.820745 3.087301 0.2 -0.2 0.4 -0.0546
C 2.487114 0.438986 4.732332 0.2 0.1 0.3 -0.9196
N 3.294884 1.364878 5.391507 -0.1 0.0 0.1 0.2467
C 3.461256 1.316823 6.774425 0.0 0.1 0.0 -0.4209
C 3.019370 0.198448 7.426736 -0.1 -0.1 0.0 -0.8386
C 2.367470 -0.789330 6.691638 0.1 0.0 0.1 -0.5192
N 2.049273 -0.623693 5.354175 0.0 0.0 -0.2 -0.1443
H 3.504242 2.214479 4.887503 0.0 0.0 0.0 -0.0029
H 3.926954 2.169635 7.243456 0.0 0.0 0.0 0.4286
H 3.157874 0.094759 8.495607 0.0 0.0 0.0 0.3475
H 2.030779 -1.711753 7.149306 0.0 0.0 0.0 0.4022
C 5.165968 -3.075006 0.752331 0.0 0.1 0.0 -1.4368
Sb 3.774329 -1.535751 1.516567 0.2 -0.3 -0.1 0.7347
C 5.334006 -0.702435 2.742978 -0.1 0.1 0.0 -1.0306
C 3.003882 -2.926383 2.958983 -0.2 0.2 0.0 0.0228
H 5.727037 -3.523064 1.575789 0.0 0.0 0.0 0.4042
H 5.876068 -2.630659 0.050222 0.0 0.0 0.0 0.3749
H 4.617785 -3.863186 0.229672 0.0 0.0 0.0 0.2893
H 6.268631 -0.679794 2.180682 0.0 0.0 0.0 0.5168
H 5.451951 -1.324485 3.631242 0.0 0.0 0.0 0.4206
H 5.062054 0.308172 3.042086 0.0 0.0 0.0 -0.0482
H 3.829863 -3.466693 3.423307 0.0 0.0 0.0 0.3918
H 2.331160 -3.633086 2.469226 0.0 0.0 0.0 -0.3412
H 2.449719 -2.364335 3.713125 0.0 0.0 0.0 -0.0764
```
Forces are in eV/Å.